Formula: C33H52BLuN8O3S4
Source: the Open Molecules 2025 dataset
Level of theory: wB97M-V/def2-TZVPD

total charge: +2
energy relative to the best compared isomer or geometry (same formula, charge and spin): 1.9 kcal per mole

XYZ file:
```
102
Properties=species:S:1:pos:R:3:lowdin_charge:R:1
Lu -2.39294 -0.62242 -2.17568 1.168
C -2.00048 -2.55869 2.85112 -0.044
C -1.25673 -1.29068 2.58344 -0.230
C -0.94419 -0.40876 3.56462 0.080
C -0.23672 0.79324 3.28362 -0.191
N 0.17831 1.05550 2.07799 0.202
N -0.11731 0.16579 1.09936 0.041
B 0.53521 0.49618 -0.23483 -0.658
N -0.06889 1.67406 -1.02736 0.129
N 1.11648 1.90106 -0.43376 0.231
C 1.88485 2.92341 -0.68783 -0.091
C 1.28826 3.90640 -1.52715 0.106
C 0.06256 3.73586 -2.10326 -0.198
C -0.53516 4.76977 -2.99436 -0.040
C -0.65161 2.48654 -1.90450 -0.662
S -2.07456 2.09239 -2.70558 0.740
C 3.30043 2.94487 -0.15277 -0.517
C 3.96723 4.29185 -0.42873 -0.039
C 3.28568 2.66505 1.35150 -0.027
C 4.06767 1.82744 -0.88485 -0.008
N 1.34502 -0.63582 -0.83670 -0.003
N 2.15104 -1.10027 0.14426 0.184
C 2.98341 -2.05591 -0.14214 -0.194
C 3.05513 -2.57413 -1.46507 0.088
C 2.25852 -2.09309 -2.45421 -0.223
C 2.30853 -2.61262 -3.85364 -0.045
C 1.31868 -1.06720 -2.10536 -0.603
S 0.24337 -0.39873 -3.25744 0.641
C 3.87861 -2.58091 0.96443 -0.546
C 3.53746 -1.92299 2.30007 -0.049
C 5.33546 -2.26910 0.59341 -0.024
C 3.68008 -4.09907 1.07925 -0.028
C -0.84888 -0.94998 1.25236 -0.577
S -1.27728 -1.94949 -0.06239 0.740
C 0.02667 1.78980 4.39822 -0.546
C 0.90463 2.94247 3.92472 -0.056
C 0.72888 1.06818 5.56000 -0.028
C -1.33087 2.33571 4.86716 -0.028
H -2.32348 -2.60026 3.88889 0.093
H -1.36140 -3.42000 2.64693 0.097
H -2.86498 -2.65068 2.19453 0.071
H -1.24831 -0.61383 4.58241 0.132
H 1.83815 4.81472 -1.72532 0.129
H 0.05374 5.68313 -2.98583 0.095
H -1.55922 4.99025 -2.69106 0.092
H -0.59211 4.38640 -4.01549 0.102
H 3.43090 5.11692 0.04326 0.100
H 4.06082 4.49480 -1.49667 0.096
H 4.97385 4.27424 -0.01302 0.100
H 2.76077 3.45362 1.89040 0.081
H 4.31257 2.62878 1.71661 0.105
H 2.80408 1.71257 1.57981 0.066
H 3.96886 1.91148 -1.96903 0.102
H 3.71624 0.84247 -0.57229 0.065
H 5.12660 1.90291 -0.63771 0.101
H 3.75900 -3.36616 -1.68452 0.133
H 3.09699 -3.35423 -3.95911 0.092
H 2.48188 -1.79959 -4.55917 0.088
H 1.35134 -3.06155 -4.12435 0.084
H 3.66223 -0.84029 2.25959 0.074
H 4.20144 -2.31653 3.06958 0.096
H 2.50772 -2.13465 2.59498 0.082
H 5.49746 -1.19254 0.50980 0.086
H 5.62446 -2.73413 -0.35048 0.087
H 6.00109 -2.65234 1.36689 0.098
H 2.63535 -4.34682 1.27650 0.095
H 4.28024 -4.48082 1.90524 0.097
H 3.99398 -4.62792 0.17868 0.084
H 1.91000 2.59471 3.68851 0.068
H 0.98046 3.68102 4.72255 0.099
H 0.49290 3.43165 3.04135 0.082
H 1.61674 0.53381 5.21672 0.094
H 0.07360 0.35992 6.06779 0.084
H 1.04594 1.80204 6.30079 0.098
H -1.83359 2.87945 4.06448 0.091
H -1.17984 3.02623 5.69701 0.098
H -1.99441 1.54255 5.21561 0.084
C -5.37013 1.84065 -0.51981 0.005
C -4.69197 0.53209 -0.18433 -0.498
C -5.26952 -0.16176 1.02825 0.010
O -3.24403 0.72976 -0.00940 -0.107
C -4.55084 -0.39572 -1.39613 -0.637
O -4.37394 0.11850 -2.54088 -0.121
O -4.17422 -1.58231 -1.18653 -0.126
H -5.35637 2.49849 0.35144 0.102
H -6.41247 1.66695 -0.78758 0.111
H -4.87552 2.33416 -1.35333 0.076
H -5.16420 0.48191 1.90339 0.100
H -4.76019 -1.10580 1.20981 0.082
H -6.33291 -0.35555 0.88492 0.109
H -3.11689 1.42436 0.64687 0.122
C -5.14205 -4.53764 -5.93049 -0.041
N -3.93607 -3.84407 -5.50254 -0.037
C -3.73951 -3.32992 -4.29850 -0.800
N -4.69530 -3.41978 -3.38422 0.157
S -2.20006 -2.59249 -3.98277 0.569
H -5.11004 -4.64676 -7.00995 0.100
H -6.02840 -3.95138 -5.68679 0.094
H -5.21428 -5.52717 -5.47712 0.101
H -3.15949 -3.77757 -6.14066 0.128
H -5.56084 -3.89932 -3.56783 0.115
H -4.52936 -3.04672 -2.45861 0.073
```